Entry 1:
{"formula": "C16H13Br4MnN2O4S", "method": "ωB97M-V with the def2-TZVPD basis set", "elements": ["Mn", "Br", "C", "C", "Br", "C", "Br", "C", "O", "C", "O", "C", "Br", "S", "C", "C", "C", "C", "C", "N", "H", "H", "H", "H", "O", "C", "O", "C", "N", "C", "C", "C", "H", "H", "H", "H", "H", "H", "H", "H", "H"], "xyz": [[0.584, 0.235, 0.082], [4.455, 5.853, -0.311], [3.862, 4.062, -0.305], [4.782, 3.019, -0.337], [6.627, 3.398, -0.362], [4.347, 1.693, -0.336], [5.555, 0.245, -0.323], [2.985, 1.407, -0.274], [2.439, 0.232, -0.245], [2.042, 2.486, -0.206], [0.806, 2.090, -0.089], [2.492, 3.800, -0.249], [1.227, 5.195, -0.175], [-1.638, 0.566, 0.930], [-0.885, 0.287, 2.465], [-1.589, 0.329, 3.669], [-0.908, 0.050, 4.834], [0.444, -0.275, 4.765], [1.073, -0.270, 3.533], [0.429, 0.005, 2.403], [-2.637, 0.574, 3.653], [-1.420, 0.068, 5.783], [0.998, -0.519, 5.657], [2.127, -0.496, 3.438], [-0.596, -3.655, -1.107], [-0.637, -2.434, -0.883], [0.236, -1.684, -0.422], [-2.002, -1.788, -1.325], [-2.809, -2.930, -1.807], [-3.254, -2.656, -3.195], [-3.038, -1.153, -3.380], [-1.786, -0.895, -2.546], [-2.474, -1.258, -0.494], [-3.581, -3.155, -1.185], [-1.995, -3.704, -1.685], [-4.292, -2.957, -3.336], [-2.623, -3.213, -3.891], [-3.877, -0.590, -2.972], [-2.918, -0.892, -4.429], [-1.660, 0.147, -2.255], [-0.893, -1.219, -3.087]], "lumo_energy_ha": [-0.0436, -0.0138], "e_above_lowest_ev": 1.031, "gap_ev": [5.9886, 6.9560], "multiplicity": 5}



Entry 2:
{"formula": "C16H13Cl5F5N4OReSTe", "method": "ωB97M-V with the def2-TZVPD basis set", "elements": ["Re", "C", "C", "N", "C", "S", "N", "N", "C", "C", "C", "C", "C", "C", "C", "N", "H", "H", "H", "H", "H", "H", "H", "H", "H", "H", "H", "H", "H", "Cl", "C", "C", "C", "Cl", "C", "Cl", "C", "Cl", "C", "Cl", "F", "Te", "F", "F", "F", "F", "O"], "xyz": [[-0.245, 0.192, -0.546], [-0.244, -5.078, 2.403], [0.330, -4.559, 1.088], [1.086, -3.341, 1.290], [0.668, -2.126, 1.053], [-0.982, -1.840, 0.485], [1.468, -1.068, 1.290], [0.771, 0.083, 1.200], [0.920, 1.132, 1.931], [1.949, 1.268, 2.987], [-0.129, 2.111, 1.625], [-0.287, 3.314, 2.303], [-1.401, 4.098, 2.056], [-2.337, 3.663, 1.127], [-2.105, 2.481, 0.450], [-1.022, 1.720, 0.664], [-0.681, -6.059, 2.243], [0.543, -5.181, 3.144], [-1.010, -4.410, 2.789], [1.020, -5.299, 0.674], [-0.470, -4.366, 0.368], [2.027, -3.439, 1.667], [2.136, 0.294, 3.442], [2.892, 1.581, 2.528], [1.666, 1.986, 3.750], [0.462, 3.636, 3.008], [-1.553, 5.021, 2.594], [-3.225, 4.236, 0.916], [-2.806, 2.106, -0.285], [0.034, 2.996, -1.893], [-0.966, 1.990, -2.857], [-1.257, 0.718, -2.335], [-2.027, -0.113, -3.163], [-2.459, -1.651, -2.580], [-2.424, 0.266, -4.452], [-3.263, -0.827, -5.456], [-2.126, 1.554, -4.916], [-2.648, 2.060, -6.452], [-1.391, 2.433, -4.106], [-1.018, 4.002, -4.657], [3.796, -0.002, 0.694], [2.690, -0.912, -0.653], [3.848, 0.010, -1.851], [2.087, 1.100, -0.636], [3.174, -2.312, -1.897], [3.444, -2.397, 0.449], [1.063, -1.065, -1.481]], "lumo_energy_ha": [-0.2241, -0.2202], "total_charge": 1, "gap_ev": [5.7290, 5.8161], "multiplicity": 2}



Entry 3:
{"formula": "C16H13Cl5N4OPtS", "method": "ωB97M-V with the def2-TZVPD basis set", "elements": ["Pt", "C", "C", "N", "C", "S", "N", "N", "C", "C", "C", "C", "C", "C", "C", "N", "H", "H", "H", "H", "H", "H", "H", "H", "H", "H", "H", "H", "H", "Cl", "C", "C", "Cl", "C", "Cl", "C", "O", "C", "Cl", "C", "Cl"], "xyz": [[0.769, 0.157, -0.460], [-1.917, 5.259, -0.036], [-1.548, 4.379, 1.151], [-2.106, 3.039, 1.071], [-1.566, 1.990, 0.427], [-0.042, 2.239, -0.402], [-2.254, 0.869, 0.428], [-1.626, -0.075, -0.306], [-2.246, -1.106, -0.725], [-3.666, -1.445, -0.405], [-1.456, -1.924, -1.675], [-1.906, -3.136, -2.182], [-1.146, -3.789, -3.138], [0.036, -3.211, -3.572], [0.420, -2.006, -3.005], [-0.302, -1.383, -2.078], [-1.513, 6.264, 0.096], [-3.000, 5.337, -0.141], [-1.511, 4.846, -0.960], [-1.906, 4.822, 2.081], [-0.466, 4.288, 1.236], [-3.048, 2.887, 1.396], [-4.098, -0.652, 0.196], [-3.723, -2.382, 0.155], [-4.253, -1.567, -1.318], [-2.838, -3.557, -1.831], [-1.476, -4.737, -3.543], [0.652, -3.677, -4.328], [1.342, -1.518, -3.298], [5.578, -2.744, 3.864], [4.627, -1.697, 2.882], [3.762, -2.218, 1.932], [3.632, -3.920, 1.703], [2.999, -1.358, 1.154], [1.937, -2.004, -0.073], [3.051, 0.035, 1.269], [2.354, 0.864, 0.547], [3.942, 0.538, 2.243], [4.030, 2.245, 2.414], [4.709, -0.307, 3.028], [5.775, 0.356, 4.204]], "lumo_energy_ha": -0.0086, "gap_ev": 7.4761, "multiplicity": 1}



Entry 4:
{"formula": "C16H13FN4O3S2", "method": "ωB97M-V with the def2-TZVPD basis set", "elements": ["O", "C", "C", "S", "C", "N", "N", "C", "C", "N", "C", "O", "C", "C", "C", "C", "S", "O", "N", "C", "C", "C", "C", "C", "C", "F", "H", "H", "H", "H", "H", "H", "H", "H", "H", "H", "H", "H", "H"], "xyz": [[-4.385, -2.806, 0.120], [-3.393, -2.158, 0.360], [-2.035, -2.831, 0.559], [-0.917, -2.581, -0.869], [-0.198, -1.092, -0.395], [-0.499, -0.367, 0.647], [0.333, 0.691, 0.630], [1.089, 0.576, -0.408], [2.193, 1.481, -0.824], [3.443, 1.066, -0.231], [4.450, 0.548, -0.987], [4.383, 0.466, -2.197], [5.637, 0.114, -0.239], [6.780, -0.390, -0.799], [7.758, -0.730, 0.153], [7.352, -0.484, 1.427], [5.768, 0.168, 1.492], [0.803, -0.554, -1.111], [-3.333, -0.811, 0.482], [-4.372, 0.101, 0.288], [-5.718, -0.248, 0.234], [-6.684, 0.725, 0.047], [-6.335, 2.058, -0.086], [-5.001, 2.427, -0.041], [-4.044, 1.451, 0.141], [-2.737, 1.807, 0.164], [-2.186, -3.908, 0.619], [-1.522, -2.459, 1.444], [1.944, 2.500, -0.516], [2.329, 1.423, -1.908], [3.517, 1.092, 0.774], [6.893, -0.503, -1.862], [8.720, -1.139, -0.095], [7.887, -0.646, 2.342], [-2.419, -0.399, 0.682], [-5.994, -1.284, 0.332], [-7.722, 0.434, 0.007], [-7.094, 2.810, -0.229], [-4.692, 3.454, -0.149]], "smiles": "O=C(CSc1nnc(CNC(=O)c2cccs2)o1)Nc1ccccc1F", "lumo_energy_ha": 0.0081, "e_above_lowest_ev": 0.006, "gap_ev": 8.8337, "multiplicity": 1}



Entry 5:
{"formula": "C16H13IrN7O3S2", "method": "ωB97M-V with the def2-TZVPD basis set", "elements": ["Ir", "N", "C", "S", "N", "N", "C", "C", "C", "C", "C", "C", "N", "H", "H", "H", "H", "H", "H", "H", "O", "S", "O", "O", "C", "N", "C", "C", "C", "N", "C", "C", "C", "N", "C", "C", "H", "H", "H", "H", "H", "H"], "xyz": [[-2.090, 1.454, -2.111], [-6.172, 0.033, -2.260], [-4.863, 0.222, -2.279], [-4.283, 1.874, -2.444], [-4.047, -0.782, -2.201], [-2.744, -0.450, -2.221], [-1.855, -1.354, -2.426], [-0.472, -0.942, -2.507], [0.590, -1.819, -2.577], [1.874, -1.303, -2.723], [2.041, 0.070, -2.781], [0.923, 0.887, -2.693], [-0.309, 0.387, -2.558], [-6.818, 0.795, -2.384], [-6.542, -0.905, -2.200], [-2.153, -2.385, -2.575], [0.411, -2.885, -2.535], [2.726, -1.966, -2.801], [3.019, 0.514, -2.904], [1.015, 1.963, -2.749], [5.954, 0.398, 4.042], [5.218, 0.469, 2.827], [5.002, 1.727, 2.192], [5.138, -0.723, 1.979], [3.330, -0.072, 3.407], [3.211, -0.966, 4.326], [1.975, -1.428, 4.509], [0.916, -0.970, 3.726], [1.197, 0.003, 2.781], [2.447, 0.448, 2.620], [0.217, 0.594, 1.830], [-1.096, 0.149, 1.705], [-1.877, 0.631, 0.677], [-1.421, 1.543, -0.202], [-0.189, 2.068, -0.005], [0.646, 1.619, 0.983], [1.837, -2.172, 5.282], [-0.076, -1.370, 3.876], [-1.523, -0.577, 2.382], [-2.899, 0.300, 0.545], [0.106, 2.882, -0.657], [1.636, 2.039, 1.103]], "lumo_energy_ha": [-0.3265, -0.3265], "e_above_lowest_ev": 0.447, "total_charge": 2, "gap_ev": [6.4038, 6.3518], "multiplicity": 2}



Entry 6:
{"formula": "C16H13MnN2O3", "method": "ωB97M-V with the def2-TZVPD basis set", "elements": ["Mn", "O", "C", "C", "C", "C", "C", "C", "C", "N", "N", "C", "O", "C", "C", "C", "C", "C", "C", "H", "H", "H", "H", "H", "H", "H", "H", "H", "H", "C", "C", "O", "H", "H", "H"], "xyz": [[1.572, 0.302, -0.546], [2.835, 1.794, -0.394], [2.769, 2.217, 0.835], [3.871, 2.822, 1.471], [3.767, 3.309, 2.757], [2.573, 3.217, 3.458], [1.476, 2.612, 2.862], [1.555, 2.107, 1.578], [0.393, 1.454, 0.914], [0.122, 0.181, 1.107], [-1.032, -0.338, 0.624], [-1.201, -0.316, -0.678], [-0.328, 0.157, -1.509], [-2.409, -0.965, -1.204], [-2.604, -1.038, -2.585], [-3.711, -1.680, -3.102], [-4.642, -2.265, -2.256], [-4.460, -2.188, -0.882], [-3.359, -1.543, -0.357], [4.805, 2.881, 0.928], [4.627, 3.770, 3.230], [2.499, 3.594, 4.469], [0.543, 2.522, 3.405], [-0.400, 2.121, 0.531], [-1.864, -0.591, -3.231], [-3.855, -1.733, -4.174], [-5.499, -2.784, -2.665], [-5.186, -2.643, -0.221], [-3.191, -1.483, 0.707], [1.488, -2.907, -1.086], [2.144, -1.543, -0.861], [2.740, -1.357, 0.224], [2.194, -3.703, -0.850], [1.124, -3.012, -2.104], [0.643, -2.972, -0.396]], "lumo_energy_ha": [0.1140, 0.1136], "e_above_lowest_ev": 1.806, "total_charge": -1, "gap_ev": [6.4236, 7.5198], "multiplicity": 6}



Number 1: largest force on an atom 2.52 eV Å⁻¹. Number 2: largest force on an atom 6.35 eV Å⁻¹. Number 3: largest force on an atom 0.80 eV Å⁻¹. Number 4: largest force on an atom 1.65 eV Å⁻¹. Number 5: largest force on an atom 2.49 eV Å⁻¹. Number 6: largest force on an atom 2.29 eV Å⁻¹.